Entry 1:
ORCA calculation (the ωB97M-V functional and the def2-TZVPD basis) on a cluster of 2 separate species, C3H6N2O3S in total at a distorted geometry.

Each line ends with the natural charge from an NBO analysis.
CARTESIAN COORDINATES (ANGSTROEM)
C (0.88, -0.16, -0.14)  0.582
C (-0.32, -1.43, 1.07)  -0.264
C (0.45, -0.11, 1.28)  -0.158
N (0.16, -1.30, -0.36)  -0.598
N (-0.14, 2.50, -1.75)  -1.029
O (1.66, 0.51, -0.77)  -0.628
O (-1.84, 0.73, -1.22)  -0.875
O (-1.98, 2.91, 0.03)  -0.861
S (-1.19, 1.85, -0.57)  1.951
H (0.02, -2.32, 1.52)  0.204
H (-1.44, -1.39, 1.36)  0.209
H (0.28, 0.55, 2.14)  0.220
H (0.05, -1.80, -1.26)  0.423
H (0.30, 3.41, -1.72)  0.406
H (0.60, 1.93, -2.08)  0.420

Calculated values
Gap between HOMO and LUMO (spin up / spin down) ... 7.5 / 8.4 eV

***

Entry 2:
ORCA calculation (the ωB97M-V functional and the def2-TZVPD basis) on the molecule C3H6N2OS.

Each line ends with the natural charge from an NBO analysis.
CARTESIAN COORDINATES (ANGSTROEM)
N (0.28, -1.17, -2.26)  -0.971
S (0.85, -0.35, -0.86)  0.358
C (-0.75, 0.12, -0.26)  -0.039
N (-1.06, 0.81, 0.73)  -0.431
C (-0.08, 1.33, 1.63)  -0.375
C (0.34, 0.33, 2.68)  0.445
O (0.97, 0.59, 3.66)  -0.504
H (0.41, -2.17, -2.17)  0.378
H (0.77, -0.83, -3.08)  0.382
H (-1.52, -0.28, -0.90)  0.205
H (-0.50, 2.21, 2.14)  0.235
H (0.85, 1.63, 1.11)  0.209
H (0.00, -0.70, 2.46)  0.106

Calculated values
Gap between HOMO and LUMO ... 9.7 eV

***

Taking the records one at a time from the top gives relative energy (zero: lowest compared OMol25 entry of this formula, charge and spin) values of 4.019; 2.286 eV.